Entry 1:
The following is a quantum chemistry calculation of 2 unconnected molecules or ions with the total composition C5H11NO, from the Open Molecules 2025 dataset.

Calculated values
**LUMO level**: 0.0275 hartree
**HOMO energy**: -10.313 eV
**Energy above the lowest of the compared OMol25 structures with the same formula, charge and spin**: 33.6 kcal/mol
**Structure (SMILES)**: CN=C=O.CCC

The geometry in ORCA input format:
```
! RIJCOSX wB97M-V def2-TZVPD def2/J DEFGRID3
* xyz 0 1
C 3.106 0.551 -0.164
N 1.692 0.257 -0.191
C 1.104 -0.082 0.819
O 0.527 -0.409 1.781
H 3.269 1.539 -0.596
H 3.634 -0.199 -0.756
H 3.466 0.533 0.865
C -1.620 -1.491 -0.052
C -1.168 -0.157 -0.645
C -1.686 1.054 0.135
H -1.428 -1.557 1.026
H -1.110 -2.337 -0.527
H -2.696 -1.613 -0.203
H -0.097 -0.109 -0.812
H -1.500 -0.085 -1.681
H -2.759 1.173 -0.045
H -1.548 0.950 1.219
H -1.187 1.980 -0.174
*
```

Entry 2:
The following is a quantum chemistry calculation of a single C5H11NO molecule in a non-equilibrium geometry, from the Open Molecules 2025 dataset.

Calculated values
**LUMO level**: 0.0321 hartree
**HOMO energy**: -9.395 eV
**Energy above the lowest of the compared OMol25 structures with the same formula, charge and spin**: 38.6 kcal/mol
**Structure (SMILES)**: CCCC(=O)NC

The geometry in ORCA input format:
```
! RIJCOSX wB97M-V def2-TZVPD def2/J DEFGRID3
* xyz 0 1
C 0.354 -0.306 -2.431
C 0.286 -1.302 -1.279
C -0.313 -0.612 -0.013
C 0.627 0.515 0.437
O 1.607 0.915 -0.076
N 0.356 1.040 1.632
C -0.936 0.916 2.285
H 0.953 0.532 -2.186
H -0.705 -0.097 -2.690
H 0.826 -0.741 -3.341
H 0.005 -2.355 -1.538
H 1.351 -1.527 -1.066
H -0.396 -1.041 1.001
H -1.333 -0.111 -0.149
H 1.176 1.541 1.993
H -1.610 0.857 1.499
H -1.355 1.766 2.978
H -0.894 0.011 2.945
*
```

Entry 3:
The following is a quantum chemistry calculation of 2 unconnected molecules or ions with the total composition C5H11NO in a non-equilibrium geometry, from the Open Molecules 2025 dataset.

Calculated values
**LUMO level (alpha / beta)**: 0.0288 / 0.0123 hartree
**HOMO energy (alpha / beta)**: -6.548 / -7.073 eV
**Energy above the lowest of the compared OMol25 structures with the same formula, charge and spin**: 119.5 kcal/mol

The geometry in ORCA input format:
```
! RIJCOSX wB97M-V def2-TZVPD def2/J DEFGRID3
* xyz 0 1
C 1.078 -0.475 1.553
C -0.697 -1.175 -0.001
N -1.718 -0.391 0.489
C 0.476 -1.418 0.763
O -1.207 -2.165 -0.814
H -0.489 -2.732 -1.120
H -2.373 -0.056 -0.207
H -1.548 0.077 1.364
H 1.055 -2.284 0.456
H 2.018 -0.694 2.038
H 1.341 0.858 -0.057
H 0.513 0.338 1.990
C 0.784 1.163 -1.014
C -0.016 2.298 -0.898
H -0.762 2.370 -0.118
H 1.479 1.172 -1.851
H 0.126 0.060 -0.905
H -0.060 3.054 -1.668
*
```

Entry 4:
The following is a quantum chemistry calculation of a single C5H11NO molecule in a non-equilibrium geometry, from the Open Molecules 2025 dataset.

Calculated values
**LUMO level**: 0.0322 hartree
**HOMO energy**: -9.469 eV
**Energy above the lowest of the compared OMol25 structures with the same formula, charge and spin**: 15.7 kcal/mol
**Structure (SMILES)**: CCCC(=O)NC

The geometry in ORCA input format:
```
! RIJCOSX wB97M-V def2-TZVPD def2/J DEFGRID3
* xyz 0 1
C -1.831 -1.036 -0.910
C -1.324 -0.134 0.198
C -0.110 -0.618 1.022
C 1.206 -0.754 0.255
O 1.716 -1.845 0.143
N 1.712 0.329 -0.440
C 1.338 1.715 -0.085
H -2.591 -0.501 -1.478
H -1.040 -1.343 -1.598
H -2.220 -1.972 -0.520
H -2.102 0.212 0.894
H -1.089 0.864 -0.175
H 0.043 0.145 1.798
H -0.337 -1.524 1.574
H 2.700 0.219 -0.600
H 1.023 2.203 -1.005
H 0.646 1.808 0.734
H 2.262 2.233 0.194
*
```

Entry 5:
The following is a quantum chemistry calculation of 2 unconnected molecules or ions with the total composition C5H11NO in a non-equilibrium geometry, from the Open Molecules 2025 dataset.

Calculated values
**LUMO level**: 0.0308 hartree
**HOMO energy**: -7.554 eV
**Energy above the lowest of the compared OMol25 structures with the same formula, charge and spin**: 49.5 kcal/mol
**Structure (SMILES)**: C/C=C/C=C/N.O

The geometry in ORCA input format:
```
! RIJCOSX wB97M-V def2-TZVPD def2/J DEFGRID3
* xyz 0 1
C 2.421 -1.901 0.993
C 1.025 -1.517 0.613
C 0.638 -0.710 -0.365
C -0.746 -0.251 -0.478
C -1.031 0.720 -1.360
N -2.262 1.229 -1.690
H 3.035 -2.216 0.151
H 2.340 -2.784 1.636
H 2.884 -1.141 1.611
H 0.309 -1.715 1.407
H 1.316 -0.437 -1.167
H -1.345 -0.369 0.422
H -0.217 1.201 -1.887
H -2.363 2.170 -2.032
H -3.004 1.031 -1.028
O 0.043 1.858 1.811
H -0.302 0.996 2.060
H -0.420 2.227 1.059
*
```

Entry 6:
The following is a quantum chemistry calculation of 2 unconnected molecules or ions with the total composition C5H11NO in a non-equilibrium geometry, from the Open Molecules 2025 dataset.

Calculated values
**LUMO level**: 0.0238 hartree
**HOMO energy**: -8.030 eV
**Energy above the lowest of the compared OMol25 structures with the same formula, charge and spin**: 74.1 kcal/mol
**Structure (SMILES)**: C=CCNC=C.O

The geometry in ORCA input format:
```
! RIJCOSX wB97M-V def2-TZVPD def2/J DEFGRID3
* xyz 0 1
C 0.282 -2.035 -1.587
C 0.069 -1.821 -0.279
C -1.147 -1.152 0.221
N -1.138 0.368 0.252
C -0.598 1.101 -0.783
C -0.213 2.376 -0.720
H 1.217 -2.362 -2.026
H -0.367 -1.627 -2.372
H 1.038 -1.833 0.220
H -1.504 -1.428 1.216
H -1.977 -1.305 -0.469
H -1.123 0.636 1.214
H -0.445 0.461 -1.639
H -0.702 3.014 0.017
H 0.332 2.892 -1.494
O 2.099 1.016 3.140
H 2.820 0.881 2.525
H 1.356 0.819 2.564
*
```